Molecular formula: C44H90O12S4
Method: DFT, ωB97M-V/def2-TZVPD

- Total energy: -114983.1930 eV
- Structure (SMILES): CCCCCCCCCCCCCC[C@H](OC)[C@@H](CCCO)O[C@@H](C)CCCCCOC.O=S1(=O)CCCC1.O=S1(=O)CCCC1.O=S1(=O)CCCC1.O=S1(=O)CCCC1
- Kohn-Sham gap: 9.412 eV

Cartesian coordinates (Å):
C: 3.158 -4.412 -3.761
C: 1.749 -3.554 -3.930
C: 0.475 -4.378 -3.241
C: -0.077 -3.595 -1.907
C: -1.731 -3.519 -1.829
C: -2.198 -2.047 -1.240
C: -2.099 -0.880 -2.387
C: -1.562 0.494 -1.629
C: -0.017 0.726 -2.130
C: 0.830 1.836 -1.267
C: 0.031 2.470 0.019
C: 0.916 3.749 0.629
C: 0.079 4.648 1.723
C: 0.552 4.396 3.294
C: -0.097 3.037 3.942
O: -1.203 3.487 4.838
C: -2.488 3.522 4.122
C: 0.950 2.145 4.855
C: 0.046 1.409 6.019
C: 0.778 0.142 6.758
C: 1.733 0.579 8.047
O: 0.892 1.155 9.114
O: 1.666 1.093 4.060
C: 3.077 1.560 3.852
C: 4.005 1.266 5.212
C: 3.740 0.655 2.657
C: 4.242 1.494 1.342
C: 4.963 2.930 1.663
C: 5.393 3.566 0.177
C: 6.466 4.802 0.286
O: 7.727 4.397 -0.410
C: 8.305 3.239 0.349
H: 3.189 -4.966 -2.718
H: 4.092 -3.693 -3.824
H: 3.288 -5.216 -4.611
H: 1.923 -2.499 -3.409
H: 1.496 -3.408 -5.080
H: -0.343 -4.496 -4.071
H: 0.900 -5.436 -2.931
H: 0.348 -4.105 -0.922
H: 0.320 -2.494 -1.929
H: -2.163 -4.394 -1.152
H: -2.168 -3.612 -2.918
H: -1.577 -1.845 -0.268
H: -3.332 -2.130 -0.904
H: -3.123 -0.698 -2.949
H: -1.303 -1.209 -3.213
H: -1.685 0.325 -0.477
H: -2.181 1.433 -2.010
H: 0.596 -0.297 -2.096
H: -0.002 1.078 -3.254
H: 1.224 2.743 -1.909
H: 1.783 1.288 -0.850
H: 0.007 1.651 0.867
H: -1.035 2.886 -0.232
H: 1.970 3.416 1.022
H: 1.119 4.469 -0.300
H: 0.159 5.811 1.473
H: -1.051 4.325 1.634
H: 1.721 4.447 3.307
H: 0.175 5.336 3.925
H: -0.467 2.327 3.074
H: -2.423 3.286 2.976
H: -3.216 2.769 4.695
H: -2.971 4.596 4.295
H: 1.713 2.852 5.438
H: -0.146 2.224 6.870
H: -0.998 1.002 5.614
H: -0.090 -0.518 7.229
H: 1.379 -0.570 6.050
H: 2.258 -0.420 8.421
H: 2.610 1.295 7.719
H: -0.073 0.944 8.857
H: 2.995 2.705 3.627
H: 3.457 0.427 5.857
H: 4.191 2.234 5.849
H: 5.063 0.817 4.947
H: 4.622 -0.042 2.991
H: 2.876 -0.075 2.277
H: 5.066 0.813 0.809
H: 3.420 1.691 0.533
H: 5.861 2.868 2.411
H: 4.176 3.715 2.099
H: 4.389 4.038 -0.261
H: 5.722 2.698 -0.559
H: 6.030 5.742 -0.305
H: 6.635 5.135 1.396
H: 9.461 3.145 0.071
H: 7.826 2.209 0.039
H: 8.139 3.504 1.486
O: -2.206 -2.175 6.507
S: -1.154 -3.145 6.725
O: 0.243 -2.842 6.487
C: -1.325 -3.802 8.373
C: -2.267 -4.985 8.210
C: -1.807 -5.710 6.946
C: -1.583 -4.652 5.867
H: -1.712 -3.033 9.044
H: -0.335 -4.130 8.707
H: -2.244 -5.641 9.086
H: -3.296 -4.631 8.079
H: -0.866 -6.235 7.149
H: -2.537 -6.458 6.621
H: -0.769 -4.931 5.193
H: -2.495 -4.467 5.293
O: -3.479 -1.816 -4.963
S: -4.767 -1.182 -4.776
O: -4.900 0.172 -4.277
C: -5.693 -1.328 -6.292
C: -6.422 -2.657 -6.160
C: -6.944 -2.702 -4.725
C: -5.801 -2.270 -3.807
H: -5.017 -1.292 -7.148
H: -6.399 -0.494 -6.334
H: -7.232 -2.745 -6.890
H: -5.724 -3.486 -6.326
H: -7.785 -2.006 -4.620
H: -7.308 -3.699 -4.458
H: -6.171 -1.733 -2.930
H: -5.194 -3.123 -3.494
O: -8.082 -5.777 -5.296
S: -9.370 -5.143 -5.110
O: -9.503 -3.789 -4.611
C: -10.296 -5.289 -6.626
C: -11.025 -6.618 -6.494
C: -11.547 -6.664 -5.058
C: -10.404 -6.231 -4.141
H: -9.620 -5.253 -7.482
H: -11.002 -4.455 -6.668
H: -11.835 -6.707 -7.224
H: -10.327 -7.448 -6.660
H: -12.388 -5.968 -4.954
H: -11.911 -7.661 -4.792
H: -10.774 -5.695 -3.264
H: -9.797 -7.085 -3.827
O: 8.012 8.978 -4.899
S: 9.064 8.007 -4.681
O: 10.461 8.311 -4.920
C: 8.893 7.351 -3.033
C: 7.951 6.167 -3.196
C: 8.411 5.443 -4.460
C: 8.635 6.501 -5.540
H: 8.505 8.120 -2.363
H: 9.882 7.023 -2.700
H: 7.974 5.512 -2.321
H: 6.922 6.522 -3.327
H: 9.352 4.917 -4.258
H: 7.681 4.695 -4.786
H: 9.449 6.222 -6.213
H: 7.723 6.686 -6.114

***

Molecular formula: C22H19F2
Method: DFT, ωB97M-V/def2-TZVPD

- Total energy: -28547.6728 eV
- Energy relative to the best compared isomer or geometry (same formula, charge and spin): 139.7 kJ/mol
- Total charge: +1
- Kohn-Sham gap: 6.444 eV

Cartesian coordinates (Å):
C: -0.220 -3.083 0.808
C: 0.526 -1.778 0.685
C: -0.279 -0.611 0.683
C: 2.002 -1.804 0.723
C: 2.752 -3.018 0.811
C: 4.145 -3.005 0.907
C: 4.853 -1.808 0.908
C: 4.156 -0.605 0.790
C: 2.757 -0.595 0.687
H: 0.399 -3.980 0.792
H: -0.816 -3.094 1.731
H: -0.924 -3.177 -0.023
H: 0.297 0.326 0.582
H: -1.076 -0.719 1.474
H: 2.246 -3.973 0.847
H: 4.666 -3.951 1.000
H: 5.949 -1.803 0.980
H: 4.677 0.338 0.795
H: 2.240 0.356 0.627
F: -1.956 4.637 2.151
C: -2.513 3.437 1.771
C: -3.739 3.091 2.308
C: -4.331 1.894 1.856
C: -3.680 1.094 0.928
C: -2.377 1.409 0.459
C: -1.588 0.382 -0.317
C: -0.997 0.762 -1.607
C: -1.042 -0.209 -2.655
C: -0.125 -0.185 -3.671
C: 0.844 0.849 -3.738
C: 0.760 1.868 -2.801
F: 1.704 2.881 -2.859
C: -0.223 1.905 -1.801
C: -1.830 2.630 0.842
H: -4.257 3.746 3.000
H: -5.311 1.592 2.242
H: -4.130 0.151 0.604
H: -2.165 -0.547 -0.406
H: -1.752 -1.034 -2.544
H: -0.132 -0.974 -4.424
H: 1.574 0.883 -4.538
H: -0.248 2.773 -1.152
H: -0.833 2.951 0.546

***

Molecular formula: CH5ClNP
Method: DFT, ωB97M-V/def2-TZVPD

- Total energy: -24418.4344 eV
- Structure (SMILES): C=PCl.N
- Energy relative to the best compared isomer or geometry (same formula, charge and spin): 189.2 kJ/mol
- Kohn-Sham gap: 9.354 eV

Cartesian coordinates (Å):
C: -1.577 0.469 0.543
P: -3.038 0.619 1.431
Cl: -3.924 -1.148 1.149
H: -0.816 1.120 0.641
H: -1.428 -0.416 -0.067
N: 1.396 -0.215 -0.174
H: 2.140 -0.880 0.090
H: 1.985 0.045 -1.004
H: 1.279 0.593 0.483

***

Molecular formula: C64H62ClIrN5O4P2S
Method: DFT, ωB97M-V/def2-TZVPD

- Total energy: -127768.9161 eV
- Total charge: +3
- Kohn-Sham gap (spin up / spin down): 4.213 / 3.883 eV

Cartesian coordinates (Å):
Ir: 0.271 0.815 -0.206
O: 2.329 -0.810 1.196
S: -0.049 -0.911 1.145
C: 0.173 -2.517 0.447
C: -0.998 -3.239 0.220
C: -0.939 -4.504 -0.348
C: 0.297 -5.063 -0.648
C: 1.454 -4.356 -0.342
C: 1.390 -3.075 0.193
P: 2.831 -2.191 0.819
C: 3.413 -3.140 2.216
C: 4.296 -4.210 2.078
C: 4.639 -4.967 3.186
C: 4.102 -4.658 4.430
C: 3.225 -3.591 4.572
C: 2.874 -2.833 3.467
C: 4.119 -2.202 -0.417
C: 3.905 -2.534 -1.758
C: 4.929 -2.392 -2.680
C: 6.168 -1.916 -2.272
C: 6.388 -1.586 -0.937
C: 5.369 -1.728 -0.011
C: -0.639 1.957 1.185
C: -1.973 2.269 1.443
C: -2.244 3.348 2.275
C: -1.222 4.087 2.876
C: 0.110 3.732 2.683
C: 0.368 2.670 1.835
P: 1.802 1.667 1.354
C: 2.270 0.982 2.961
C: 1.303 0.728 3.935
C: 1.679 0.194 5.158
C: 3.016 -0.084 5.416
C: 3.980 0.169 4.447
C: 3.608 0.690 3.218
C: 3.194 2.635 0.765
C: 3.756 2.376 -0.481
C: 4.816 3.144 -0.939
C: 5.317 4.168 -0.148
C: 4.777 4.411 1.111
C: 3.726 3.639 1.576
H: -1.958 -2.815 0.496
H: -1.850 -5.059 -0.528
H: 0.361 -6.054 -1.075
H: 2.422 -4.813 -0.511
H: 4.736 -4.439 1.114
H: 5.329 -5.793 3.084
H: 4.378 -5.247 5.294
H: 2.818 -3.352 5.545
H: 2.202 -1.986 3.569
H: 2.939 -2.933 -2.079
H: 4.768 -2.661 -3.717
H: 6.970 -1.816 -2.990
H: 7.357 -1.227 -0.620
H: 5.546 -1.479 1.028
H: -2.796 1.720 0.995
H: -3.273 3.637 2.449
H: -1.471 4.930 3.505
H: 0.905 4.276 3.176
H: 0.261 0.963 3.749
H: 0.934 0.016 5.921
H: 3.308 -0.489 6.375
H: 5.020 -0.042 4.649
H: 4.361 0.877 2.463
H: 3.388 1.548 -1.077
H: 5.262 2.933 -1.902
H: 6.146 4.767 -0.499
H: 5.186 5.194 1.735
H: 3.332 3.810 2.570
O: 2.868 -0.284 -6.649
C: 2.176 -1.345 -6.042
C: 1.743 -0.910 -4.671
C: 1.153 -1.802 -3.784
C: 0.803 -1.367 -2.525
N: 0.980 -0.109 -2.111
C: 1.460 0.783 -2.996
C: 1.880 0.408 -4.262
C: 1.392 2.207 -2.589
C: 1.866 3.224 -3.400
C: 1.703 4.551 -3.032
C: 2.229 5.662 -3.891
O: 2.705 5.113 -5.093
C: 1.036 4.814 -1.841
C: 0.604 3.765 -1.065
N: 0.784 2.476 -1.411
H: 3.117 -0.527 -7.547
H: 2.800 -2.241 -5.946
H: 1.282 -1.628 -6.612
H: 0.983 -2.836 -4.056
H: 0.363 -2.056 -1.814
H: 2.286 1.124 -4.958
H: 2.364 3.007 -4.331
H: 3.028 6.170 -3.333
H: 1.429 6.392 -4.054
H: 2.953 5.819 -5.701
H: 0.855 5.827 -1.506
H: 0.100 3.947 -0.131
C: -8.048 -1.084 0.081
C: -7.161 -0.705 -1.107
C: -7.681 0.643 -1.637
C: -7.347 -1.774 -2.193
C: -5.658 -0.569 -0.718
O: -5.415 0.597 0.060
C: -5.072 -1.727 0.105
C: -5.387 -1.795 1.613
C: -4.548 -0.860 2.438
C: -5.084 0.313 3.000
C: -4.341 1.090 3.861
C: -3.025 0.712 4.162
Cl: -2.111 1.627 5.263
C: -2.456 -0.433 3.583
C: -3.219 -1.202 2.734
C: -4.826 -0.495 -2.026
N: -3.574 0.204 -1.791
C: -2.393 -0.252 -1.415
N: -1.546 0.767 -1.314
C: -2.297 1.853 -1.656
N: -3.527 1.544 -1.953
H: -9.091 -1.009 -0.225
H: -7.915 -0.406 0.925
H: -7.889 -2.113 0.407
H: -8.649 0.489 -2.113
H: -7.035 1.110 -2.384
H: -7.848 1.359 -0.829
H: -8.411 -1.974 -2.313
H: -6.875 -2.723 -1.929
H: -6.974 -1.461 -3.169
H: -5.852 1.355 -0.352
H: -3.980 -1.682 0.021
H: -5.383 -2.670 -0.353
H: -5.155 -2.815 1.931
H: -6.440 -1.626 1.816
H: -6.105 0.577 2.765
H: -4.753 1.973 4.331
H: -1.440 -0.703 3.843
H: -2.806 -2.113 2.314
H: -5.336 0.074 -2.798
H: -4.622 -1.487 -2.425
H: -2.159 -1.290 -1.252
H: -1.919 2.859 -1.691

***

Molecular formula: C4H6O2
Method: DFT, ωB97M-V/def2-TZVPD

- Total energy: -8336.1442 eV
- Energy relative to the best compared isomer or geometry (same formula, charge and spin): 416.5 kJ/mol
- Kohn-Sham gap: 9.830 eV

Cartesian coordinates (Å):
O: -2.045 -0.347 1.159
C: -1.164 -1.057 0.718
C: -0.404 -0.704 -0.491
C: 0.027 0.977 -0.426
C: 1.292 0.275 0.009
O: 0.970 -1.023 -0.518
H: -0.888 -2.016 1.217
H: -0.834 -0.054 -1.255
H: -0.609 1.513 0.271
H: 0.115 1.549 -1.377
H: 1.315 0.251 1.104
H: 2.225 0.635 -0.412

***

Molecular formula: C8H10
Method: DFT, ωB97M-V/def2-TZVPD

- Total energy: -8454.7516 eV
- Structure (SMILES): c1ccccc1.C=C
- Energy relative to the best compared isomer or geometry (same formula, charge and spin): 339.4 kJ/mol
- Kohn-Sham gap: 9.636 eV

Cartesian coordinates (Å):
C: 0.216 1.145 -0.680
C: 1.288 1.382 0.194
C: 2.044 0.309 0.637
C: 1.783 -1.038 0.204
C: 0.654 -1.320 -0.486
C: -0.178 -0.211 -0.929
H: -0.404 1.985 -1.135
H: 1.693 2.446 0.263
H: 2.877 0.412 1.481
H: 2.322 -1.937 0.495
H: 0.426 -2.333 -0.822
H: -0.967 -0.439 -1.717
C: -3.074 0.171 0.180
C: -2.069 -0.352 0.838
H: -2.685 0.157 -0.987
H: -3.979 0.555 0.520
H: -1.218 -0.881 0.268
H: -2.050 -0.482 1.889

***

Molecular formula: C37H32F2O2P
Method: DFT, ωB97M-V/def2-TZVPD

- Total energy: -57699.5779 eV
- Energy relative to the best compared isomer or geometry (same formula, charge and spin): 109.2 kJ/mol
- Total charge: +1
- Kohn-Sham gap: 6.768 eV

Cartesian coordinates (Å):
F: -5.127 -4.774 -0.415
C: -3.866 -4.632 0.117
C: -3.114 -5.776 0.348
C: -1.850 -5.625 0.942
C: -1.368 -4.369 1.292
C: -2.116 -3.200 0.984
C: -1.560 -1.889 1.163
C: -2.128 -0.708 0.676
C: -1.587 0.547 1.026
C: -2.459 1.711 1.108
C: -3.559 1.829 0.226
C: -4.487 2.851 0.422
F: -5.553 2.979 -0.453
C: -4.362 3.816 1.416
C: -3.242 3.723 2.264
C: -2.305 2.691 2.115
C: -3.429 -3.356 0.454
H: -3.498 -6.757 0.070
H: -1.241 -6.503 1.150
H: -0.378 -4.238 1.743
H: -0.671 -1.827 1.807
H: -3.029 -0.777 0.037
H: -0.710 0.515 1.690
H: -3.693 1.133 -0.587
H: -5.067 4.648 1.482
H: -3.118 4.446 3.071
H: -1.450 2.603 2.801
H: -4.078 -2.503 0.289
C: -2.681 4.155 -2.344
C: -1.529 3.220 -2.508
O: -1.334 2.482 -1.270
C: -0.166 1.792 -1.331
C: 0.235 1.238 -0.018
P: 1.731 0.363 -0.131
C: 3.291 1.291 -0.238
C: 4.431 0.827 0.443
C: 5.653 1.474 0.283
C: 5.752 2.611 -0.525
C: 4.613 3.089 -1.180
C: 3.387 2.439 -1.043
C: 1.920 -0.632 1.370
C: 2.071 -2.030 1.335
C: 2.122 -2.754 2.530
C: 2.034 -2.092 3.761
C: 1.949 -0.698 3.792
C: 1.911 0.038 2.606
C: 1.773 -0.775 -1.535
C: 2.881 -0.860 -2.393
C: 2.851 -1.720 -3.488
C: 1.727 -2.516 -3.730
C: 0.620 -2.430 -2.873
C: 0.633 -1.549 -1.791
O: 0.445 1.706 -2.404
H: -2.863 4.588 -3.328
H: -3.599 3.680 -1.997
H: -2.419 4.962 -1.654
H: -1.697 2.502 -3.327
H: -0.616 3.809 -2.695
H: 0.246 2.076 0.749
H: 4.357 -0.041 1.103
H: 6.531 1.089 0.797
H: 6.707 3.125 -0.641
H: 4.677 3.974 -1.808
H: 2.495 2.805 -1.557
H: 2.156 -2.548 0.376
H: 2.230 -3.838 2.498
H: 2.038 -2.668 4.692
H: 1.915 -0.170 4.745
H: 1.888 1.131 2.635
H: 3.757 -0.241 -2.210
H: 3.712 -1.765 -4.154
H: 1.709 -3.196 -4.587
H: -0.258 -3.049 -3.053
H: -0.241 -1.453 -1.141

***

Molecular formula: C4H3ClN2OS
Method: DFT, ωB97M-V/def2-TZVPD

- Total energy: -32581.1477 eV
- Structure (SMILES): O=c1[nH]ccn1C(=S)Cl
- Energy relative to the best compared isomer or geometry (same formula, charge and spin): 0.0 kJ/mol
- Kohn-Sham gap: 8.092 eV

Cartesian coordinates (Å):
O: -3.049 0.299 -0.721
C: -1.902 0.331 -0.400
N: -0.877 -0.379 -0.873
C: 0.281 -0.146 -0.100
C: -0.030 0.744 0.821
N: -1.376 1.042 0.715
C: -2.127 2.155 1.419
S: -1.360 3.013 2.584
Cl: -3.783 2.233 1.107
H: -0.716 -0.906 -1.703
H: 1.267 -0.486 -0.188
H: 0.683 1.165 1.543